{"formula": "C4H8O3", "method": "ωB97M-V with the def2-TZVPD basis set", "e_tot_ha": -382.8136, "relative_energy_ev": 4.114, "homo_lumo_gap_ev": 9.72, "multiplicity": 1, "elements": ["C", "C", "O", "C", "O", "C", "O", "H", "H", "H", "H", "H", "H", "H", "H"], "positions_angstrom": [[-2.22401, 0.56280, -1.35229], [-0.15415, 1.10819, 0.44879], [0.64905, 1.07294, 1.38151], [-0.38314, 0.19108, -0.64264], [1.54364, -1.76522, 0.27837], [2.43924, -1.65783, 1.08652], [2.63759, -0.63767, 1.89892], [-2.73406, 0.14521, -0.50916], [-2.45802, 0.01857, -2.28188], [-2.47848, 1.62406, -1.50321], [-0.81145, 1.98586, 0.37820], [1.91259, 0.02680, 1.73420], [-0.81153, 0.64640, -1.59698], [-0.33380, -0.88783, -0.54968], [3.20653, -2.43335, 1.22933]], "forces_ev_per_angstrom": [[-0.1926, -0.2891, 0.7129], [-0.2796, 0.2504, -0.3206], [-0.4185, -0.3798, -0.6105], [-1.8208, 0.3186, -0.1870], [0.3995, -0.0461, 0.3750], [-0.1287, -0.2103, -0.2274], [-0.1243, -0.0217, -0.1139], [-0.5017, -0.0985, 0.1604], [0.5681, -0.0228, 0.5290], [0.5752, -0.3412, 0.3464], [0.0458, 0.3805, 0.0310], [-0.0406, -0.0398, -0.0407], [1.7809, 0.1113, -0.3015], [0.1673, 0.3187, -0.3546], [-0.0299, 0.0699, 0.0014]]}